Here is a structure of composition C19H43N2O3P2Sn at a distorted geometry from OMol25. Energies are from ωB97M-V with the def2-TZVPD basis set.

Properties
DFT total energy: -53923.2201 eV
Multiplicity: 1
ΔE to the lowest compared entry with this formula, charge and spin: 4.0 kcal/mol
Lowest unoccupied orbital energy (alpha / beta): -2.91 / -2.91 eV
Charge: +1

Each line ends with the Mulliken charge.
Cartesian coordinates (Å):
Sn 0.24 -0.06 -0.29  0.7102
P 2.55 0.79 0.35  0.6179
P -1.54 -1.48 -1.47  0.3118
N 1.50 -1.21 -1.72  0.2040
C 3.59 -0.15 -0.82  -0.8647
H 4.41 0.50 -1.17  0.3216
H 4.03 -0.99 -0.25  0.5186
C 2.81 -0.70 -2.03  -1.0965
H 2.80 0.07 -2.84  0.2825
H 3.38 -1.55 -2.46  0.4539
C 0.88 -1.78 -2.89  -1.1049
H 1.57 -2.56 -3.26  0.4632
H 0.79 -1.05 -3.73  0.2860
C -0.50 -2.43 -2.63  -0.8836
H -0.36 -3.43 -2.19  0.5083
H -1.04 -2.53 -3.59  0.3306
C -2.68 -0.47 -2.51  0.4501
C -3.24 0.70 -1.71  -1.1388
H -3.76 1.38 -2.41  0.4696
H -2.46 1.28 -1.21  0.0428
H -3.97 0.37 -0.96  0.2219
C -2.44 -2.59 -0.32  0.8287
C -3.45 -1.83 0.55  -1.1075
H -3.79 -2.50 1.35  0.5503
H -4.34 -1.52 -0.02  0.2572
H -3.00 -0.95 1.03  -0.2034
C 2.97 0.41 2.10  0.8931
C 2.24 1.32 3.10  -1.3180
H 2.45 0.93 4.11  0.5236
H 1.16 1.28 2.96  -0.0102
H 2.60 2.36 3.06  0.2199
C 2.77 2.57 -0.07  0.3995
C 1.61 3.40 0.48  -1.1633
H 1.71 4.43 0.09  0.4549
H 1.63 3.45 1.58  0.2069
H 0.63 3.02 0.15  0.1598
C -0.15 1.84 -1.80  0.1975
O -0.11 2.46 -2.77  -0.2859
C -3.08 -3.81 -0.98  -1.4458
H -3.94 -3.54 -1.61  0.2424
H -2.36 -4.37 -1.59  0.3172
H -3.43 -4.48 -0.19  0.4798
C 4.47 0.37 2.37  -1.4575
H 4.61 -0.02 3.39  0.4780
H 5.00 -0.29 1.68  0.3213
H 4.92 1.37 2.33  0.2427
C 4.15 3.12 0.34  -1.5766
H 4.26 4.11 -0.12  0.4680
H 4.24 3.24 1.42  0.2392
H 4.97 2.49 -0.03  0.3365
C -3.78 -1.29 -3.20  -1.5818
H -4.54 -1.64 -2.50  0.2404
H -4.27 -0.64 -3.93  0.4700
H -3.37 -2.15 -3.75  0.3295
H -2.02 -0.07 -3.30  0.3960
H 2.72 2.59 -1.17  0.3951
H -1.63 -2.95 0.34  0.3026
H 2.56 -0.61 2.22  0.2148
H 1.42 -2.70 0.82  0.2521
H 0.95 -2.41 1.33  -0.2561
N -3.35 1.37 3.33  -0.1811
C -1.92 1.01 3.56  -0.9853
C -1.36 0.80 2.17  0.7767
O -1.94 1.42 1.26  -0.7182
O -0.40 -0.05 2.01  -0.7377
H -3.37 2.20 2.72  0.3441
H -3.86 1.58 4.19  0.3856
H -3.86 0.61 2.85  0.2846
H -1.44 1.85 4.08  0.3870
H -1.83 0.12 4.19  0.3286

***

Here is a structure of composition C19H43N2OP3SV at a distorted geometry from OMol25. Energies are from ωB97M-V with the def2-TZVPD basis set.

Properties
DFT total energy: -89772.0638 eV
Expectation value of S²: 0.77
Multiplicity: 2
Lowest unoccupied orbital energy (alpha / beta): -15.04 / -15.77 eV
Charge: +4

Each line ends with the Mulliken charge.
Cartesian coordinates (Å):
V -0.24 0.29 -0.16  -1.4428
P -2.37 0.88 0.68  0.9758
P 0.42 0.20 2.12  1.3817
P -1.32 -0.46 -2.15  1.2022
H 4.06 -5.09 -0.42  0.3421
C 3.94 -4.71 -1.44  -0.2312
C 4.55 -3.58 -1.82  -0.2400
H 5.13 -3.04 -1.06  0.3061
C -3.35 -0.57 1.25  -1.1846
C -2.57 2.02 2.12  -1.2134
C -3.56 1.74 -0.43  -1.0956
C 2.08 -0.34 2.61  -1.3154
C 0.47 1.83 2.98  -1.1567
C -0.59 -0.82 3.29  -1.4263
C -0.41 -1.46 -3.37  -1.1710
C -1.64 1.06 -3.12  -1.1140
C -2.94 -1.32 -2.17  -1.4469
H 3.44 -5.41 -2.13  0.3556
H 4.60 -3.22 -2.85  0.3639
H -4.33 -0.24 1.64  0.4369
H -2.84 -1.11 2.05  0.2729
H -3.53 -1.28 0.44  0.2944
H -3.63 2.32 2.21  0.5865
H -1.97 2.92 1.93  0.3396
H -2.25 1.56 3.06  0.2967
H -4.44 2.07 0.14  0.5741
H -3.91 1.11 -1.26  0.3800
H -3.06 2.62 -0.83  0.2380
H 2.23 -0.05 3.66  0.6883
H 2.82 0.16 1.96  0.4145
H 2.18 -1.43 2.50  0.2664
H -0.36 1.96 3.70  0.4867
H 0.47 2.67 2.27  0.2569
H 1.41 1.89 3.55  0.4550
H 0.04 -1.09 4.15  0.4682
H -0.90 -1.75 2.80  0.4213
H -1.48 -0.29 3.66  0.4752
H -1.05 -1.65 -4.25  0.5609
H -0.12 -2.42 -2.93  0.4105
H 0.51 -0.94 -3.68  0.4529
H -1.74 0.82 -4.19  0.5206
H -0.82 1.78 -2.98  0.3174
H -2.55 1.57 -2.79  0.3504
H -3.14 -1.69 -3.19  0.4661
H -3.77 -0.67 -1.86  0.4351
H -2.90 -2.18 -1.49  0.4393
C 2.10 -2.04 -0.40  1.6401
C 1.10 -3.03 -0.37  -0.4272
C 1.15 -3.99 0.64  -0.6780
C 2.30 -4.14 1.42  -0.4818
C 3.38 -3.26 1.28  -0.9824
C 3.30 -2.25 0.32  -1.2627
S 1.95 -0.48 -1.11  -0.1273
H 0.11 -1.06 0.50  0.4786
H 0.27 -2.94 -1.06  0.3395
H 0.29 -4.66 0.79  0.5557
H 2.35 -5.01 2.08  0.5027
H 4.34 -3.36 1.81  0.3702
H 4.16 -1.62 0.06  0.7839
C -0.71 5.83 -1.89  -0.7773
N 0.22 5.34 -0.89  -0.2413
C 0.33 4.02 -0.56  0.5721
N 1.35 3.76 0.34  -0.3501
O -0.42 3.11 -0.98  -0.5373
H -1.42 5.05 -2.14  0.2319
H -0.19 6.13 -2.80  0.3437
H -1.25 6.69 -1.52  0.3261
H 0.91 5.98 -0.52  0.2039
H 1.72 2.81 0.31  0.0919
H 2.04 4.49 0.49  0.2307

***

Here is a cluster of 7 separate species, C19H43N6O9 in total at a distorted geometry from OMol25. Energies are from ωB97M-V with the def2-TZVPD basis set.

Properties
DFT total energy: -47773.3376 eV
Multiplicity: 1
ΔE to the lowest compared entry with this formula, charge and spin: 2.0 kcal/mol
Lowest unoccupied orbital energy: 2.11 eV
Charge: -1

Each line ends with the Mulliken charge.
Cartesian coordinates (Å):
O 1.06 -1.08 0.19  -0.3063
C -0.13 -1.33 0.77  0.4942
O -0.79 -2.33 0.40  -0.7708
O -0.56 -0.55 1.68  -0.7309
H 1.07 -1.75 -0.52  0.0752
C -0.99 2.57 0.75  0.6940
C -0.99 4.08 0.92  0.4002
O -1.18 4.56 2.04  -0.6989
N -0.69 4.86 -0.14  -0.0239
C -0.64 6.31 -0.16  -1.0465
H -1.99 2.17 0.88  0.0796
H -0.33 2.09 1.47  -0.6142
H -0.68 2.35 -0.28  0.0733
H -0.46 4.37 -1.00  0.3283
H -0.11 6.70 -1.03  0.3259
H -0.24 6.75 0.76  0.3250
H -1.65 6.71 -0.26  0.2992
C 3.20 2.19 1.25  -0.5494
C 3.22 1.48 2.61  0.7273
O 3.69 2.00 3.62  -0.7280
N 2.58 0.31 2.56  0.0508
C 2.30 -0.65 3.61  -0.8203
H 2.91 3.23 1.41  0.2745
H 2.49 1.77 0.54  -0.1217
H 4.19 2.25 0.80  0.3206
H 1.98 0.17 1.75  0.0047
H 2.44 -1.68 3.30  0.2552
H 1.26 -0.52 3.91  0.1796
H 2.90 -0.38 4.48  0.3955
C -5.58 -5.92 -0.46  -1.1933
C -4.21 -5.24 -0.54  0.7289
O -3.85 -4.38 0.23  -0.5709
N -3.51 -5.62 -1.62  -0.2096
C -2.30 -4.97 -2.08  -0.4934
H -6.19 -5.70 -1.33  0.3114
H -6.16 -5.59 0.40  0.3088
H -5.36 -6.98 -0.32  0.3071
H -3.93 -6.19 -2.34  0.2397
H -1.85 -4.28 -1.37  0.0574
H -2.57 -4.44 -3.00  0.2570
H -1.54 -5.73 -2.27  0.2742
C -3.99 2.40 4.06  -1.1007
C -3.39 1.30 3.25  0.8558
O -4.12 0.68 2.48  -0.6902
N -2.08 1.02 3.35  0.0030
C -1.02 1.64 4.10  -0.7219
H -3.52 2.48 5.04  0.3305
H -5.08 2.38 4.10  0.3572
H -3.87 3.36 3.54  0.2018
H -1.75 0.25 2.78  0.3525
H -0.32 0.88 4.47  0.1114
H -1.33 2.15 5.01  0.3747
H -0.37 2.27 3.49  0.1619
C 1.45 -4.40 -1.32  -0.4516
C 1.98 -3.38 -2.25  0.5905
O 1.53 -2.25 -2.37  -0.6268
N 3.08 -3.75 -2.99  -0.2069
C 3.88 -2.85 -3.77  -0.8860
H 1.99 -5.34 -1.45  0.3981
H 0.39 -4.57 -1.53  -0.1780
H 1.63 -4.10 -0.29  0.2892
H 3.55 -4.62 -2.79  0.2668
H 4.93 -3.10 -3.62  0.3694
H 3.70 -1.83 -3.42  0.1331
H 3.74 -2.95 -4.85  0.2523
C 2.25 4.35 -3.37  -1.2003
C 1.48 3.15 -2.89  0.6717
O 0.39 3.32 -2.34  -0.7626
N 2.09 1.99 -3.11  -0.0738
C 1.52 0.69 -2.76  0.0716
H 2.73 4.92 -2.58  0.2377
H 1.61 5.09 -3.86  0.3151
H 2.91 4.15 -4.21  0.4079
H 3.00 1.97 -3.53  0.2650
H 2.30 -0.02 -3.01  -0.2116
H 0.62 0.46 -3.32  0.2361
H 1.29 0.63 -1.69  -0.0526

***

Here is a structure of composition C19H43OP3PrS2 at a distorted geometry from OMol25. Energies are from ωB97M-V with the def2-TZVPD basis set.

Properties
DFT total energy: -86024.6459 eV
Expectation value of S²: 2.00
Multiplicity: 3
ΔE to the lowest compared entry with this formula, charge and spin: 44.2 kcal/mol
Lowest unoccupied orbital energy (alpha / beta): -9.55 / -9.02 eV
Charge: +3

Each line ends with the Mulliken charge.
Cartesian coordinates (Å):
Pr 0.31 -0.95 -0.03  0.7545
P -0.50 1.53 1.61  1.0808
P -2.71 -1.01 -0.04  1.0720
P 2.65 0.93 0.17  1.1731
H 1.94 -2.68 -3.55  0.4500
C 2.63 -2.14 -2.89  -0.6304
C 2.90 -2.78 -1.58  -0.7289
H 2.07 -3.43 -1.23  0.2309
C -0.90 3.17 0.92  -1.4015
C -1.95 1.46 2.75  -1.5524
C 0.72 2.05 2.88  -1.3695
C -3.55 -2.47 -0.78  -1.2990
C -3.85 -0.69 1.38  -1.4095
C -3.15 0.51 -0.99  -1.0888
C 4.10 0.40 -0.83  -1.3642
C 3.58 1.13 1.67  -1.3847
C 2.49 2.70 -0.32  -1.2111
H 3.41 -1.58 -3.45  0.5175
H 3.93 -3.12 -1.39  0.3921
H -1.13 3.87 1.74  0.4168
H -1.78 3.11 0.27  0.3713
H -0.06 3.58 0.35  0.3625
H -1.89 2.26 3.50  0.5301
H -1.96 0.50 3.28  0.4226
H -2.87 1.60 2.16  0.5093
H 0.20 2.56 3.69  0.5747
H 1.43 2.75 2.43  0.5432
H 1.23 1.18 3.29  0.0755
H -4.65 -2.47 -0.66  0.4446
H -3.18 -3.36 -0.24  0.4307
H -3.31 -2.58 -1.86  0.3217
H -4.54 0.13 1.16  0.4839
H -3.29 -0.41 2.27  0.1663
H -4.45 -1.59 1.60  0.4834
H -3.92 0.28 -1.74  0.4430
H -2.31 0.98 -1.51  0.0863
H -3.57 1.24 -0.28  0.4650
H 4.75 1.26 -0.94  0.5161
H 3.87 0.01 -1.82  0.4954
H 4.63 -0.38 -0.25  0.3827
H 4.37 1.86 1.47  0.4157
H 4.04 0.17 1.93  0.4555
H 3.00 1.49 2.51  0.3703
H 3.46 3.02 -0.72  0.4840
H 2.26 3.33 0.54  0.4108
H 1.73 2.86 -1.10  0.2659
C -0.08 -0.13 -3.37  0.7423
C -0.20 1.22 -3.83  -0.6319
C -1.09 1.54 -4.81  -0.6397
C -1.85 0.50 -5.43  -0.5273
C -1.94 -0.79 -4.83  -0.8130
C -1.08 -1.11 -3.73  -0.0523
S 1.37 -0.35 -2.54  -0.4040
H 1.97 0.66 -1.70  -0.3133
H 0.55 1.90 -3.43  0.3863
H -1.23 2.59 -5.10  0.4856
H -2.31 0.70 -6.39  0.4512
H -2.70 -1.51 -5.23  0.4214
H -1.17 -2.08 -3.18  0.5748
C 0.32 -3.72 3.73  -1.1654
S -0.26 -2.21 3.05  0.6774
C 0.28 -1.06 4.29  -1.0318
O 0.83 -1.94 1.94  -0.6592
H -0.22 -3.86 4.67  0.4847
H 1.41 -3.65 3.90  0.3587
H 0.10 -4.54 3.04  0.4192
H 1.37 -1.08 4.28  0.4011
H -0.09 -0.04 4.07  0.1134
H -0.15 -1.39 5.25  0.5635

***

Please write out number 3 again, unchanged.
Here is a cluster of 7 separate species, C19H43N6O9 in total at a distorted geometry from OMol25. Energies are from ωB97M-V with the def2-TZVPD basis set.

Properties
DFT total energy: -47773.3376 eV
Multiplicity: 1
ΔE to the lowest compared entry with this formula, charge and spin: 2.0 kcal/mol
Lowest unoccupied orbital energy: 2.11 eV
Charge: -1

Each line ends with the Mulliken charge.
Cartesian coordinates (Å):
O 1.06 -1.08 0.19  -0.3063
C -0.13 -1.33 0.77  0.4942
O -0.79 -2.33 0.40  -0.7708
O -0.56 -0.55 1.68  -0.7309
H 1.07 -1.75 -0.52  0.0752
C -0.99 2.57 0.75  0.6940
C -0.99 4.08 0.92  0.4002
O -1.18 4.56 2.04  -0.6989
N -0.69 4.86 -0.14  -0.0239
C -0.64 6.31 -0.16  -1.0465
H -1.99 2.17 0.88  0.0796
H -0.33 2.09 1.47  -0.6142
H -0.68 2.35 -0.28  0.0733
H -0.46 4.37 -1.00  0.3283
H -0.11 6.70 -1.03  0.3259
H -0.24 6.75 0.76  0.3250
H -1.65 6.71 -0.26  0.2992
C 3.20 2.19 1.25  -0.5494
C 3.22 1.48 2.61  0.7273
O 3.69 2.00 3.62  -0.7280
N 2.58 0.31 2.56  0.0508
C 2.30 -0.65 3.61  -0.8203
H 2.91 3.23 1.41  0.2745
H 2.49 1.77 0.54  -0.1217
H 4.19 2.25 0.80  0.3206
H 1.98 0.17 1.75  0.0047
H 2.44 -1.68 3.30  0.2552
H 1.26 -0.52 3.91  0.1796
H 2.90 -0.38 4.48  0.3955
C -5.58 -5.92 -0.46  -1.1933
C -4.21 -5.24 -0.54  0.7289
O -3.85 -4.38 0.23  -0.5709
N -3.51 -5.62 -1.62  -0.2096
C -2.30 -4.97 -2.08  -0.4934
H -6.19 -5.70 -1.33  0.3114
H -6.16 -5.59 0.40  0.3088
H -5.36 -6.98 -0.32  0.3071
H -3.93 -6.19 -2.34  0.2397
H -1.85 -4.28 -1.37  0.0574
H -2.57 -4.44 -3.00  0.2570
H -1.54 -5.73 -2.27  0.2742
C -3.99 2.40 4.06  -1.1007
C -3.39 1.30 3.25  0.8558
O -4.12 0.68 2.48  -0.6902
N -2.08 1.02 3.35  0.0030
C -1.02 1.64 4.10  -0.7219
H -3.52 2.48 5.04  0.3305
H -5.08 2.38 4.10  0.3572
H -3.87 3.36 3.54  0.2018
H -1.75 0.25 2.78  0.3525
H -0.32 0.88 4.47  0.1114
H -1.33 2.15 5.01  0.3747
H -0.37 2.27 3.49  0.1619
C 1.45 -4.40 -1.32  -0.4516
C 1.98 -3.38 -2.25  0.5905
O 1.53 -2.25 -2.37  -0.6268
N 3.08 -3.75 -2.99  -0.2069
C 3.88 -2.85 -3.77  -0.8860
H 1.99 -5.34 -1.45  0.3981
H 0.39 -4.57 -1.53  -0.1780
H 1.63 -4.10 -0.29  0.2892
H 3.55 -4.62 -2.79  0.2668
H 4.93 -3.10 -3.62  0.3694
H 3.70 -1.83 -3.42  0.1331
H 3.74 -2.95 -4.85  0.2523
C 2.25 4.35 -3.37  -1.2003
C 1.48 3.15 -2.89  0.6717
O 0.39 3.32 -2.34  -0.7626
N 2.09 1.99 -3.11  -0.0738
C 1.52 0.69 -2.76  0.0716
H 2.73 4.92 -2.58  0.2377
H 1.61 5.09 -3.86  0.3151
H 2.91 4.15 -4.21  0.4079
H 3.00 1.97 -3.53  0.2650
H 2.30 -0.02 -3.01  -0.2116
H 0.62 0.46 -3.32  0.2361
H 1.29 0.63 -1.69  -0.0526

***

Which value of charge does entry 1 give? +1

***

The lowest DFT total energy belongs to which entry? C19H43N2OP3SV